[1]
Computed, not measured: 4 unconnected molecules or ions with the total composition C18H24N4O6, with ωB97M-V/def2-TZVPD.

gap between HOMO and LUMO: 7.803 eV
energy relative to the best compared isomer or geometry (same formula, charge and spin): 13.2485 eV
HOMO: -9.148 eV
E_LUMO: -1.35 eV
multiplicity: 1
net charge: 0
SMILES: O=[N+]([O-])c1ccccc1.O=[N+]([O-])c1ccccc1.CN(C)C=O.CN(C)C=O
energy: -37287.1889 eV

The geometry in XYZ format:
```
52
Properties=species:S:1:pos:R:3:forces:R:3:mulliken_charge:R:1
O -0.224 9.889 30.533 0.846 -2.375 2.341 -0.570
N 0.030 9.267 31.632 -0.295 4.198 -2.500 1.042
O -0.804 9.115 32.483 0.257 -1.023 0.213 -0.579
C 1.474 9.201 31.949 2.874 -2.439 1.918 -0.088
C 2.451 8.908 30.891 3.275 0.889 3.343 -0.115
C 3.935 8.815 31.251 -4.282 1.548 1.934 -0.357
C 4.243 9.112 32.693 2.234 -1.671 -3.480 -0.415
C 3.382 9.217 33.736 -5.863 -0.726 -6.043 -0.782
C 1.883 9.158 33.363 2.814 1.295 -0.778 -0.432
H 2.192 8.909 29.865 -0.502 -0.285 -0.660 0.695
H 4.711 8.694 30.444 -1.107 0.017 1.194 0.223
H 5.339 9.078 32.904 -0.899 0.293 -0.037 0.271
H 3.702 9.390 34.661 0.935 0.515 3.768 0.671
H 1.259 9.325 34.258 -0.318 -0.285 -1.139 0.395
O 1.017 6.705 29.310 -0.006 -2.524 1.067 -0.552
N 0.943 5.756 30.147 -2.484 5.162 0.830 0.936
O 0.160 5.864 31.133 1.417 -0.953 -1.717 -0.573
C 1.846 4.737 30.096 4.407 -7.823 0.431 0.172
C 2.862 4.574 28.988 0.805 -3.246 4.476 -0.578
C 3.903 3.491 28.981 -6.005 0.588 4.569 -0.602
C 3.798 2.388 30.016 -4.559 7.180 0.141 -0.535
C 2.883 2.428 31.130 -1.854 1.789 -1.759 -0.424
C 1.813 3.587 31.136 2.782 -0.659 -3.335 -0.324
H 2.930 5.417 28.421 0.391 1.969 -2.038 0.507
H 4.691 3.492 28.317 1.320 0.017 -1.511 0.498
H 4.497 1.730 29.891 3.790 -4.263 -0.193 0.534
H 2.826 1.517 31.877 -0.048 2.330 -1.489 0.321
H 0.917 3.397 31.701 0.072 0.516 0.553 0.602
C 4.557 9.702 25.306 0.977 -2.679 -1.151 -0.891
N 4.635 9.272 26.700 -0.734 0.595 -1.271 0.145
C 5.420 10.123 27.585 0.184 -0.875 -3.375 -0.972
C 3.908 8.261 27.233 -0.346 -2.256 -2.434 0.251
O 4.046 7.765 28.338 -0.181 0.833 0.007 -0.562
H 3.898 10.476 25.071 -1.365 1.403 0.170 0.357
H 4.261 8.823 24.661 0.166 0.830 0.726 0.292
H 5.537 10.027 24.876 -0.435 -0.405 0.859 0.295
H 6.314 10.375 26.970 -0.617 0.572 0.991 0.370
H 5.637 9.383 28.246 1.337 -1.109 3.125 0.262
H 4.748 10.859 27.914 -0.046 1.586 0.812 0.334
H 3.242 7.677 26.417 1.088 1.472 1.462 0.165
C 2.783 5.715 33.510 -3.006 -1.241 6.222 -1.863
N 3.087 4.383 34.172 2.012 1.244 -0.818 0.165
C 4.597 4.091 34.458 -1.612 0.907 -3.091 -0.936
C 2.205 3.439 34.423 -0.808 -0.295 -1.710 0.071
O 2.526 2.314 34.779 -0.850 0.142 0.414 -0.647
H 1.811 6.164 33.274 -0.639 -1.615 0.121 0.395
H 3.321 5.765 32.732 4.201 0.603 -5.873 0.842
H 3.083 6.385 34.263 0.975 1.334 0.605 0.727
H 5.163 5.006 34.109 -0.523 -1.283 0.487 0.288
H 4.993 3.116 34.057 -0.782 1.148 -0.406 0.271
H 4.642 3.931 35.464 0.381 0.086 2.910 0.402
H 1.195 3.832 34.019 0.629 -1.031 1.117 0.296
```
Positions in Å, forces in eV/Å.


[2]
Computed, not measured: 5 unconnected molecules or ions with the total composition C21H43FN2O15S, with ωB97M-V/def2-TZVPD.

gap between HOMO and LUMO: 10.663 eV
HOMO: -10.284 eV
E_LUMO: 0.38 eV
multiplicity: 1
net charge: 0
SMILES: [H]/N=C(\C)CN(OCC)S(=O)(=O)F.CCOC(=O)OC.CCOC(=O)OC.CCOC(=O)OC.CCOC(=O)OC
energy: -69718.3717 eV

The geometry in XYZ format:
```
83
Properties=species:S:1:pos:R:3:forces:R:3:mulliken_charge:R:1
H 1.819 2.900 -3.788 -0.054 0.104 -0.010 0.294
N 1.505 2.674 -4.732 -0.292 0.123 0.196 -0.707
C 2.346 1.923 -5.294 0.175 -0.409 -0.133 0.424
C 3.631 1.440 -4.684 -0.124 0.169 0.527 -0.982
C 2.053 1.524 -6.726 0.380 0.299 0.106 -0.427
N 2.650 0.225 -7.049 -0.761 0.053 -0.533 0.058
O 1.850 -0.830 -6.584 0.311 0.037 0.090 -0.269
C 0.704 -1.163 -7.392 -0.368 -0.278 0.294 -0.111
C -0.313 -1.802 -6.467 0.100 -0.126 -0.246 -1.350
S 3.218 0.073 -8.591 0.865 -0.167 0.567 1.165
O 4.245 1.031 -8.755 -0.128 0.333 -0.100 -0.580
O 3.425 -1.293 -8.879 -0.338 -0.215 -0.153 -0.565
F 2.019 0.578 -9.474 -0.112 -0.085 -0.100 -0.239
H 3.636 1.723 -3.629 0.088 0.034 -0.065 0.332
H 4.489 1.913 -5.166 -0.004 -0.202 -0.115 0.270
H 3.725 0.355 -4.726 0.065 0.046 -0.238 0.253
H 2.518 2.278 -7.368 -0.022 -0.089 -0.035 0.503
H 0.977 1.537 -6.905 0.037 -0.033 0.001 0.256
H 1.017 -1.893 -8.141 0.031 0.238 -0.171 0.327
H 0.277 -0.275 -7.861 0.153 0.008 -0.059 0.311
H 0.127 -2.673 -5.978 -0.016 0.128 0.133 0.318
H -0.687 -1.093 -5.729 0.049 -0.064 0.042 0.324
H -1.147 -2.168 -7.069 -0.027 0.089 0.048 0.400
C 4.257 3.766 2.269 0.088 -0.197 -0.008 -1.227
C 3.273 3.741 1.121 -0.050 0.272 0.154 0.338
O 3.557 2.680 0.192 -0.041 -0.006 -0.060 -0.360
C 3.172 1.465 0.574 0.111 0.010 0.029 0.837
O 2.592 1.192 1.595 0.191 0.011 0.038 -0.580
O 3.532 0.597 -0.369 -0.022 0.005 -0.040 -0.297
C 3.236 -0.772 -0.068 -0.010 -0.120 -0.077 -0.652
H 5.279 3.815 1.892 -0.009 0.087 -0.008 0.336
H 4.073 4.635 2.901 -0.006 0.019 -0.018 0.405
H 4.166 2.870 2.881 -0.061 0.021 0.015 0.298
H 3.345 4.654 0.533 0.035 -0.069 -0.100 0.368
H 2.247 3.652 1.477 0.014 -0.117 0.007 -0.190
H 2.189 -0.896 0.197 0.006 0.030 0.048 0.276
H 3.872 -1.124 0.742 -0.052 0.025 0.053 0.307
H 3.453 -1.330 -0.974 0.033 0.058 -0.025 0.228
C -3.486 -1.919 3.221 0.240 0.038 0.045 -1.010
C -4.079 -0.847 2.335 -0.247 -0.243 0.027 -0.236
O -3.235 0.315 2.263 0.012 0.049 -0.043 -0.351
C -2.178 0.208 1.460 -0.014 -0.015 0.064 0.744
O -1.888 -0.747 0.785 0.017 0.004 -0.008 -0.585
O -1.489 1.345 1.535 -0.077 -0.046 -0.309 -0.273
C -0.272 1.354 0.780 -0.161 0.007 -0.111 -0.843
H -3.258 -1.515 4.208 -0.098 0.002 0.018 0.287
H -4.184 -2.748 3.332 -0.016 0.005 -0.011 0.380
H -2.562 -2.307 2.796 -0.047 -0.045 -0.056 0.221
H -5.020 -0.486 2.745 0.061 0.131 0.018 0.308
H -4.274 -1.222 1.330 0.123 0.023 -0.033 0.328
H -0.460 1.081 -0.258 -0.018 -0.042 0.016 0.490
H 0.447 0.678 1.227 -0.008 -0.051 -0.012 0.339
H 0.106 2.372 0.827 -0.044 0.013 0.086 0.141
C -4.060 -8.537 3.347 0.200 0.057 0.027 -1.089
C -4.613 -7.443 2.460 -0.232 -0.207 0.020 -0.209
O -3.752 -6.293 2.428 0.004 0.043 -0.018 -0.320
C -2.677 -6.408 1.648 -0.005 0.013 0.028 0.738
O -2.392 -7.358 0.966 0.005 -0.004 -0.003 -0.570
O -1.972 -5.282 1.749 -0.016 0.016 0.036 -0.261
C -0.746 -5.280 1.012 0.094 0.129 -0.055 -0.626
H -3.856 -8.149 4.346 -0.083 -0.011 0.019 0.289
H -4.778 -9.353 3.427 -0.022 0.012 0.002 0.354
H -3.131 -8.934 2.943 -0.034 -0.020 -0.053 0.313
H -5.559 -7.074 2.853 0.053 0.114 0.016 0.288
H -4.787 -7.800 1.445 0.114 0.016 -0.025 0.315
H -0.918 -5.545 -0.028 -0.013 -0.062 0.015 0.328
H -0.034 -5.971 1.461 -0.030 -0.060 -0.042 0.314
H -0.363 -4.265 1.075 -0.056 0.015 0.043 0.135
C -0.795 2.693 4.081 -0.184 0.188 0.407 -1.069
C -0.124 4.016 3.790 0.253 -0.254 -0.124 0.080
O -0.992 5.133 4.043 -0.009 0.040 -0.011 -0.433
C -1.123 5.475 5.322 -0.014 0.006 -0.023 0.747
O -0.566 4.964 6.259 0.004 0.001 0.007 -0.557
O -1.979 6.497 5.392 -0.001 -0.008 -0.007 -0.360
C -2.265 6.937 6.722 -0.050 0.108 0.061 -0.641
H -1.733 2.616 3.540 0.037 -0.044 -0.085 0.279
H -0.144 1.870 3.787 0.003 0.002 -0.039 0.253
H -1.013 2.599 5.146 0.121 0.019 0.019 0.426
H 0.122 4.091 2.731 -0.099 0.110 -0.012 0.114
H 0.800 4.134 4.357 -0.064 0.037 0.093 0.318
H -1.348 7.154 7.265 0.015 -0.058 0.004 0.299
H -2.840 6.181 7.255 0.059 -0.030 0.024 0.292
H -2.856 7.842 6.618 -0.008 -0.018 -0.070 0.222
```
Positions in Å, forces in eV/Å.